{"formula": "C26H52AlBr3ClF9I2KN2O7PS", "method": "the ωB97M-V functional and the def2-TZVPD basis", "homo_energy_ev": -5.05, "symbols": ["C", "C", "O", "C", "O", "C", "C", "I", "C", "C", "I", "C", "N", "C", "C", "C", "P", "S", "H", "H", "H", "H", "H", "H", "H", "H", "H", "H", "H", "H", "H", "H", "H", "H", "H", "H", "H", "H", "H", "H", "H", "C", "O", "C", "C", "N", "C", "C", "O", "C", "H", "H", "H", "H", "H", "H", "H", "H", "H", "H", "H", "H", "H", "H", "H", "Br", "Al", "C", "O", "C", "C", "O", "C", "H", "H", "H", "H", "H", "H", "H", "H", "H", "H", "C", "C", "C", "F", "F", "F", "F", "O", "C", "C", "F", "F", "F", "F", "H", "H", "H", "H", "Br", "F", "Cl", "K", "Br"], "coordinates": [[3.83245, 5.93857, 5.02078], [3.83165, 6.06777, 3.37279], [4.97461, 6.81031, 2.82089], [3.69522, 4.51570, 2.76404], [4.79562, 4.09590, 1.92758], [5.38523, 2.79490, 2.25344], [6.54918, 2.57475, 1.08675], [6.01812, 3.61659, -0.82429], [8.02451, 3.17613, 1.41595], [8.99747, 2.25786, 2.36120], [8.03371, 5.33545, 1.98306], [5.96272, 2.65641, 3.79602], [6.29375, 1.24953, 4.23281], [5.15348, 0.25695, 4.17683], [4.80524, 0.10663, 2.54521], [4.19047, 1.62227, 2.17926], [3.22492, 1.56859, 0.54617], [1.85546, 0.16251, 0.72899], [2.85675, 5.33796, 5.35137], [4.74786, 5.30833, 5.38689], [3.82680, 6.97511, 5.57832], [2.86225, 6.71309, 3.10937], [5.64213, 6.84708, 3.58684], [3.41258, 3.84969, 3.67543], [2.71999, 4.56073, 2.07620], [6.68484, 1.45241, 0.76752], [8.58523, 3.20268, 0.35823], [10.08703, 2.32243, 1.91460], [8.93899, 2.50256, 3.50490], [8.67109, 1.11736, 2.25526], [6.95558, 3.29273, 3.98253], [5.20333, 3.07338, 4.61839], [6.57272, 1.31631, 5.25827], [7.10158, 0.80177, 3.75032], [4.24153, 0.70285, 4.76223], [5.44494, -0.78994, 4.63060], [5.82401, -0.11132, 2.01455], [4.00413, -0.74126, 2.44812], [3.37309, 1.77518, 3.03764], [2.70608, 2.82924, 0.08171], [4.16022, 1.08495, -0.47903], [-5.38079, -3.18458, -1.36719], [-5.03492, -2.23578, -0.36710], [-3.94102, -2.66264, 0.45856], [-2.70741, -1.78500, 0.20616], [-2.13353, -2.04175, -1.11912], [-1.10952, -1.06739, -1.51265], [-1.56464, 0.39134, -1.70883], [-2.44542, 0.57706, -2.81931], [-3.81760, 0.35772, -2.52571], [-6.29682, -2.84283, -1.85731], [-4.59456, -3.25545, -2.12265], [-5.56918, -4.16853, -0.92663], [-3.71252, -3.72771, 0.32151], [-4.26144, -2.52575, 1.49528], [-1.95338, -1.99543, 0.97280], [-3.01704, -0.74034, 0.30411], [-2.87741, -2.01938, -1.81261], [-0.69354, -1.42141, -2.46324], [-0.29074, -1.09536, -0.78260], [-0.66868, 0.97980, -1.94117], [-1.98238, 0.83309, -0.79783], [-4.07286, 0.61940, -1.49516], [-4.08279, -0.67990, -2.73472], [-4.41226, 0.98456, -3.19656], [-6.05728, -0.05678, -3.40237], [6.53340, -1.68287, 5.77804], [-2.91526, 1.99662, -5.58805], [-3.29751, 2.73905, -6.74095], [-4.25728, 3.75604, -6.43575], [-3.60186, 5.13911, -6.38898], [-2.71845, 5.25537, -5.26965], [-1.35088, 5.14093, -5.64842], [-2.05725, 1.37221, -5.85151], [-2.62771, 2.65213, -4.76214], [-3.73849, 1.34667, -5.27674], [-4.77915, 3.53510, -5.49641], [-4.99785, 3.74546, -7.24191], [-4.38428, 5.89416, -6.25518], [-3.07903, 5.35900, -7.32728], [-1.04038, 6.04231, -6.18847], [-1.17476, 4.25776, -6.26879], [-0.74929, 5.05452, -4.74026], [-7.32683, -8.18557, 0.39204], [-6.64256, -7.15966, -0.52441], [-5.78009, -7.75919, -1.62945], [-4.75779, -8.49929, -1.14267], [-5.21644, -6.77483, -2.38206], [-5.93494, -6.28278, 0.23751], [-7.63485, -6.41935, -1.11283], [-6.67250, -8.45727, 1.63446], [-5.62909, -9.42936, 1.57586], [-4.25193, -8.84333, 1.90866], [-3.91321, -7.83899, 1.06219], [-3.27886, -9.78581, 1.79677], [-5.66404, -10.04848, 0.37124], [-5.95864, -10.37908, 2.49313], [-8.28814, -7.74478, 0.68588], [-7.60042, -9.10567, -0.13784], [-6.37458, -8.38471, -2.30026], [-4.22989, -8.44686, 2.92772], [-2.89982, -6.27900, 0.78533], [-0.02013, 5.29997, -7.42176], [8.40837, 0.96965, 5.36710], [1.34944, 4.00548, 5.50281], [0.98417, -1.52180, -3.25037]], "lowdin_charge": [-0.089, -0.306, -0.113, -0.159, -0.257, -0.401, -0.601, 0.904, -0.789, -0.193, 0.829, -0.066, -0.224, -0.216, -0.115, -0.400, 0.360, 0.153, -0.059, 0.096, 0.117, 0.167, 0.094, 0.059, 0.155, 0.099, 0.066, 0.107, 0.000, 0.084, 0.116, 0.142, -0.029, 0.030, 0.144, -0.182, 0.126, 0.106, 0.108, 0.000, -0.005, -0.114, -0.201, -0.218, -0.192, 0.015, -0.344, -0.201, -0.160, -0.380, 0.067, 0.085, 0.063, 0.023, 0.116, 0.119, 0.102, 0.087, -0.169, 0.044, 0.115, 0.107, 0.091, -0.023, -0.100, 0.243, 0.835, -0.109, -0.185, -0.197, -0.198, -0.205, -0.168, 0.097, 0.082, 0.064, 0.120, 0.115, 0.112, 0.128, 0.071, 0.071, 0.080, -0.052, -0.431, -0.289, 0.075, 0.092, 0.074, 0.105, 0.031, -0.471, -0.273, -0.469, 0.100, 0.124, 0.137, 0.152, 0.146, 0.175, 0.177, 0.509, -0.582, 0.009, 0.875, 0.045]}

=====

{"formula": "C26H52Br6NO4S", "method": "the ωB97M-V functional and the def2-TZVPD basis", "charge": 1, "homo_energy_ev": -11.56, "symbols": ["C", "C", "C", "C", "C", "N", "S", "C", "C", "C", "C", "C", "C", "C", "C", "O", "C", "C", "O", "C", "C", "O", "C", "O", "C", "C", "H", "H", "H", "H", "H", "H", "H", "H", "H", "H", "H", "H", "H", "H", "H", "H", "H", "H", "H", "H", "H", "H", "H", "H", "H", "H", "H", "H", "H", "H", "H", "H", "H", "H", "H", "H", "H", "H", "H", "H", "Br", "C", "C", "Br", "H", "H", "H", "H", "Br", "C", "C", "Br", "H", "H", "H", "H", "Br", "C", "C", "Br", "H", "H", "H", "H"], "coordinates": [[-4.23293, -0.65653, 0.37125], [-4.25989, -0.72684, 1.89636], [-3.18542, -1.60398, 2.57583], [-1.87927, -1.72969, 1.78939], [-0.93160, -2.64817, 2.54248], [0.14652, -3.35541, 1.70156], [0.86503, -2.18135, 0.55549], [1.18042, -3.86934, 2.67248], [2.23424, -2.84057, 3.11248], [3.55517, -2.90610, 2.32702], [4.49453, -1.73788, 2.70709], [4.67864, -0.63919, 1.60742], [4.31801, 0.75744, 2.12911], [4.60856, 1.90019, 1.13290], [3.62988, 2.06881, -0.04266], [2.30103, 1.58727, 0.27103], [1.46881, 1.76068, -0.80245], [0.30731, 2.68559, -0.61649], [1.66202, 1.15931, -1.84316], [-0.51459, -4.53236, 1.03554], [0.33979, -5.27874, 0.01182], [-0.51372, -6.12099, -0.74118], [-1.39167, -5.49860, -1.58678], [-2.53748, -5.84336, -1.59259], [-0.87536, -4.44443, -2.50462], [-1.70645, -3.15188, -2.35370], [-3.24461, -0.47629, -0.04463], [-4.69174, -1.53886, -0.07323], [-4.84728, 0.18721, 0.06905], [-5.22501, -1.14848, 2.17534], [-4.25590, 0.27718, 2.31615], [-2.94742, -1.13485, 3.53314], [-3.59170, -2.58675, 2.81688], [-2.09864, -2.13501, 0.80363], [-1.43100, -0.74419, 1.70771], [-0.42208, -2.12420, 3.34561], [-1.50754, -3.45968, 2.98646], [0.06713, -2.48104, -0.47830], [0.60066, -4.18576, 3.53685], [1.68191, -4.74559, 2.27254], [1.81149, -1.83417, 3.10262], [2.47596, -3.07093, 4.14900], [4.02637, -3.86473, 2.55732], [3.38706, -2.92109, 1.25496], [4.06616, -1.26063, 3.58994], [5.47218, -2.11867, 2.98788], [5.70688, -0.66225, 1.25098], [4.00767, -0.85112, 0.77523], [4.86968, 0.95103, 3.05013], [3.26352, 0.73187, 2.39408], [4.68593, 2.82735, 1.69572], [5.57727, 1.69814, 0.67730], [3.53314, 3.12930, -0.27605], [4.00278, 1.52732, -0.90924], [-0.03572, 2.92368, -1.62615], [0.56257, 3.61034, -0.11347], [-0.50849, 2.19727, -0.08577], [-1.46358, -4.22585, 0.60117], [-0.75915, -5.22709, 1.83779], [0.92599, -4.61814, -0.62329], [1.04022, -5.93969, 0.51447], [-0.99234, -4.82059, -3.51746], [0.17784, -4.21553, -2.37007], [-2.26914, -3.17166, -1.42124], [-1.05199, -2.29175, -2.33887], [-2.41480, -3.05707, -3.16735], [-1.18574, 3.14803, -4.26047], [0.48957, 2.41583, -4.92447], [1.62346, 3.39053, -4.75547], [1.54510, 4.83138, -6.05822], [0.32218, 2.14181, -5.96130], [0.67618, 1.53400, -4.33369], [2.57601, 2.89286, -4.92153], [1.62413, 3.85553, -3.77438], [-7.58537, 2.52155, -0.15122], [-6.73534, 3.87732, -1.25642], [-5.64232, 3.29008, -2.10694], [-4.05665, 2.88913, -1.05138], [-6.36923, 4.64488, -0.58305], [-7.52436, 4.28675, -1.88256], [-5.31936, 3.99954, -2.86504], [-5.94140, 2.36181, -2.58245], [2.45847, 5.43498, -1.30728], [1.15038, 6.87448, -1.22011], [1.18444, 7.56725, 0.11397], [0.35952, 6.47951, 1.50022], [0.18395, 6.42811, -1.43334], [1.41711, 7.56120, -2.01986], [0.60855, 8.48865, 0.07733], [2.19481, 7.78188, 0.44517]], "lowdin_charge": [-0.119, -0.229, -0.191, -0.223, -0.163, -0.474, 1.024, -0.155, -0.203, -0.218, -0.172, -0.184, -0.206, -0.144, -0.162, -0.050, -0.521, 0.000, 0.090, -0.116, -0.169, 0.020, -0.500, 0.166, -0.129, -0.062, 0.056, 0.081, 0.023, 0.108, 0.107, 0.118, 0.114, 0.082, 0.114, 0.135, 0.133, -0.100, 0.136, 0.130, 0.102, 0.130, 0.116, 0.067, 0.101, 0.109, 0.112, 0.097, 0.115, 0.103, 0.111, 0.114, 0.056, 0.123, 0.034, 0.030, 0.088, 0.129, 0.153, 0.092, 0.136, 0.136, 0.100, 0.062, 0.063, 0.089, 0.617, -0.680, -0.711, 0.616, 0.052, 0.037, 0.064, -0.004, 0.609, -0.695, -0.681, 0.610, 0.050, 0.061, 0.061, 0.053, 0.709, -0.656, -0.686, 0.618, 0.055, 0.065, 0.063, 0.052]}

=====

| no. | gap between HOMO and LUMO (Eh) |
| --- | --- |
| 1 | 0.037 |
| 2 | 0.316 |